Entry P
Computed, not measured: the molecule C5H7ClO, with ωB97M-V/def2-TZVPD.

```
14
C5H7ClO | the OMol25 dataset | ωB97M-V/def2-TZVPD
C -2.4945 -0.6516 0.3351
C -1.6435 0.3874 0.2112
C 2.7668 1.2538 0.0964
C -0.5110 0.4969 -0.6350
C 1.6252 1.4224 -0.8951
O 0.3032 1.4646 -0.2826
Cl 3.2993 -0.4966 0.2559
H -3.3873 -0.5705 0.9367
H -2.3437 -1.6529 -0.0190
H -1.9815 1.4111 0.5393
H 3.5500 1.8067 -0.4922
H 1.6340 2.3791 -1.3461
H 1.4868 0.6740 -1.5884
H 2.5696 1.7465 1.0822
```

Calculated values
**HOMO-LUMO gap**: 8.1158 eV


Entry Q
Computed, not measured: the molecule C5H7ClO, with ωB97M-V/def2-TZVPD.

```
14
C5H7ClO | the OMol25 dataset | ωB97M-V/def2-TZVPD
O 0.0574 0.5197 2.1857
C 0.0776 -0.2787 0.9891
C -1.2159 -0.1231 0.3490
C -1.1129 -0.0247 -0.9556
Cl -2.4146 0.1946 -2.1485
C 0.3170 -0.0458 -1.4042
C 1.0412 0.3020 -0.0772
H 0.7429 0.1546 2.7931
H 0.2879 -1.3136 1.3100
H -2.0723 -0.1217 1.0000
H 0.6189 -1.0488 -1.7131
H 0.4123 0.6040 -2.2503
H 2.0586 -0.1801 -0.0188
H 1.2019 1.3616 -0.0591
```

Calculated values
**SMILES**: O[C@H]1C=C(Cl)CC1
**HOMO-LUMO gap**: 10.2033 eV


Which one sits at the bottom of the stability order? entry P does.


Entry P
Computed, not measured: C2H6OS2 as an isolated structure, with ωB97M-V/def2-TZVPD.

```
11
C2H6OS2 | the OMol25 dataset | ωB97M-V/def2-TZVPD
C -0.9792 -0.3567 1.1508
C 0.0757 -0.1770 0.0265
O -0.9623 -0.2074 -1.5327
S 1.3999 -1.2643 -0.3238
S 0.6024 1.5421 0.0268
H -1.9301 -0.3643 0.7633
H -0.8085 -1.2114 1.8616
H -0.8847 0.5591 1.8432
H -0.3583 0.4317 -1.9333
H 1.9849 -0.3884 -1.3418
H 1.8603 1.4366 -0.5407
```

Calculated values
**HOMO-LUMO gap**: 9.6094 eV


Entry Q
Computed, not measured: a 2-piece molecular cluster, C2H6OS2 overall, with ωB97M-V/def2-TZVPD.

```
11
C2H6OS2 | the OMol25 dataset | ωB97M-V/def2-TZVPD
C 1.8825 -0.3431 0.5989
C 1.8972 0.2418 -0.5797
O -1.9984 1.7440 0.1712
S -3.1664 -0.9741 -0.0842
S -1.5191 0.3861 0.0085
H -3.2838 -1.0785 1.2406
H 2.4997 -1.2000 0.8147
H 1.2634 0.0120 1.4064
H 2.5233 -0.1072 -1.3846
H 1.2883 1.1051 -0.7967
H -1.3866 0.2139 -1.3951
```

Calculated values
**HOMO-LUMO gap**: 10.1599 eV


Entry R
Computed, not measured: a 2-piece molecular cluster, C2H6OS2 overall, with ωB97M-V/def2-TZVPD.

```
11
C2H6OS2 | the OMol25 dataset | ωB97M-V/def2-TZVPD
C 2.6129 2.3853 1.6144
C 2.6634 1.6592 2.7088
O 1.6015 1.0068 3.2755
H 3.4382 2.8421 1.1072
H 1.6503 2.5597 1.1387
H 3.5041 1.5410 3.3689
H 0.8836 0.9719 2.6248
S -1.7522 -1.4201 -0.7328
S -1.3716 -0.8608 -2.7379
H -2.8486 -2.1273 -0.8983
H -2.3236 -1.6638 -3.2242
```

Calculated values
**SMILES**: C=CO.SS
**HOMO-LUMO gap**: 8.7878 eV


Entry S
Computed, not measured: a 2-piece molecular cluster, C2H6OS2 overall, with ωB97M-V/def2-TZVPD.

```
11
C2H6OS2 | the OMol25 dataset | ωB97M-V/def2-TZVPD
C 3.5232 -0.1721 1.8858
O 3.9657 -1.1392 2.4419
H 4.1417 0.4026 1.1731
H 2.4853 0.1484 2.0670
C -2.7074 -0.0513 -1.6849
S -2.5241 0.3976 0.0444
S -0.5824 1.0020 0.1472
H -3.1119 0.7920 -2.2346
H -3.4015 -0.8686 -1.8874
H -1.7819 -0.3149 -2.2038
H -0.0068 -0.1964 0.2512
```

Calculated values
**SMILES**: C=O.CSS
**HOMO-LUMO gap**: 9.5911 eV


Which one sits at the bottom of the stability order? entry P does.


Entry P
Computed, not measured: C2H3BrO2 as an isolated structure, with ωB97M-V/def2-TZVPD.

```
8
C2H3BrO2 | the OMol25 dataset | ωB97M-V/def2-TZVPD
C 0.3279 -0.4498 0.4244
C -0.0047 0.7695 -0.3266
O 0.2614 -1.6290 -0.3204
O 1.4905 -1.0432 -0.0181
Br -2.5101 0.0503 -0.1597
H 0.1032 -0.3326 1.5021
H 0.4548 1.0149 -1.3890
H -0.1231 1.6198 0.2873
```

Calculated values
**HOMO-LUMO gap (spin up / spin down)**: 8.1134 / 8.1128 eV


Entry Q
Computed, not measured: the molecule C2H3BrO2, with ωB97M-V/def2-TZVPD.

```
8
C2H3BrO2 | the OMol25 dataset | ωB97M-V/def2-TZVPD
C 0.6296 -0.0774 -0.0253
C -0.7810 -0.5120 0.0351
O 0.3612 2.6269 0.0451
O 1.0001 1.2455 0.0206
Br 2.0103 -1.2746 0.0151
H -1.3919 0.2941 0.2949
H -0.6531 -1.5023 0.4950
H -1.1753 -0.8001 -0.8804
```

Calculated values
**HOMO-LUMO gap**: 8.3696 eV


Which one sits at the bottom of the stability order? entry Q does.


Entry P
Computed, not measured: C24H28N3O5PdS2Se2 as an isolated structure, with ωB97M-V/def2-TZVPD.

```
65
C24H28N3O5PdS2Se2 | the OMol25 dataset | ωB97M-V/def2-TZVPD
Pd 2.5407 -20.7297 -0.5456
O 3.9322 -22.4353 -0.7403
S 5.1918 -22.0969 0.1608
C 5.1064 -23.4428 1.4723
C 3.7854 -23.2877 2.3151
C 2.8056 -24.5210 2.2889
C 2.2657 -25.0342 0.9971
S 1.1858 -23.8679 0.0590
O 1.5170 -22.3961 0.4933
C -0.3449 -23.9895 1.0074
C -0.8152 -22.9585 1.8259
C -2.1258 -23.0507 2.2880
C -2.8463 -24.2337 2.1602
C -2.3408 -25.2795 1.3480
C -1.0438 -25.1843 0.8291
C 6.7185 -22.5381 -0.8022
C 6.6132 -23.5969 -1.6659
C 7.8149 -24.1269 -2.1363
C 9.0066 -23.3827 -2.0513
C 8.9979 -22.2400 -1.2944
C 7.8535 -21.7399 -0.6585
H 5.9855 -23.2587 2.1071
H 5.0643 -24.3389 0.8662
H 3.1757 -22.4567 1.9641
H 4.0912 -23.0878 3.3409
H 1.9902 -24.1381 2.9697
H 3.1884 -25.3779 2.7979
H 1.5798 -25.8820 1.2438
H 3.1093 -25.3195 0.3536
H -0.2283 -22.0350 1.9657
H -2.5201 -22.2056 2.8016
H -3.8388 -24.4585 2.6115
H -2.9975 -26.1510 1.1046
H -0.5915 -25.9558 0.2228
H 5.6472 -23.9672 -1.9457
H 7.7092 -25.0799 -2.6623
H 9.8508 -23.6849 -2.7043
H 9.8458 -21.5239 -1.2830
H 7.7582 -20.7737 -0.1340
O 5.3979 -15.0441 -1.0186
C 4.2398 -15.5648 -1.5947
C 4.4006 -17.1348 -1.5783
C 5.6333 -17.5728 -2.4377
O 6.8867 -17.2887 -1.8718
C 4.4994 -17.6851 -0.1752
Se 2.7254 -18.4072 0.5543
C 3.2189 -17.7007 -2.3931
Se 3.1740 -19.7146 -2.6608
H 5.3913 -14.0593 -1.1398
H 4.1008 -15.3109 -2.6401
H 3.3153 -15.1730 -1.1162
H 5.6647 -17.0318 -3.4156
H 5.5863 -18.6785 -2.6180
H 6.8551 -16.3728 -1.4358
H 4.7003 -16.9222 0.6289
H 5.3052 -18.5032 -0.1119
H 3.1068 -17.2826 -3.4456
H 2.2371 -17.5289 -1.9325
O 0.6670 -19.8270 -0.9835
N -0.0055 -19.6067 0.0292
C -0.6282 -18.3873 0.0195
C -0.3583 -17.4432 -0.9055
N -0.0965 -16.7438 -1.8332
C -1.6815 -18.0712 0.8756
N -2.5514 -17.7770 1.5797
```

Calculated values
**HOMO-LUMO gap (spin up / spin down)**: 4.8927 / 5.4271 eV
**Spin multiplicity**: 3
**Charge**: -1
**Expectation value of S²**: 2.01


Entry Q
Computed, not measured: C24H28N3O5PdS2Se2 as an isolated structure, with ωB97M-V/def2-TZVPD.

```
65
C24H28N3O5PdS2Se2 | the OMol25 dataset | ωB97M-V/def2-TZVPD
Pd -13.7142 1.3555 4.1971
O -17.7948 4.7697 1.3375
S -18.7119 5.2110 0.2288
C -18.4105 3.9553 -1.0192
C -17.5745 2.7715 -0.5820
C -17.3441 1.7970 -1.7559
C -16.0765 0.8840 -1.6204
S -16.1076 -0.7678 -0.8802
O -14.6642 -1.1090 -0.9505
C -16.5908 -0.3927 0.7480
C -15.6330 0.2742 1.4931
C -15.9682 0.5771 2.8206
C -17.0687 -0.0652 3.4026
C -18.0483 -0.6438 2.6181
C -17.8593 -0.6768 1.2110
C -20.4049 4.8304 0.7227
C -21.4431 5.5741 0.1924
C -22.7194 5.2458 0.5428
C -22.9903 4.2645 1.4586
C -21.9490 3.6915 2.1598
C -20.6162 3.9193 1.7445
H -17.8912 4.5454 -1.8273
H -19.3696 3.6456 -1.4094
H -18.0294 2.3178 0.3194
H -16.6113 3.2437 -0.2403
H -17.2660 2.3821 -2.6580
H -18.2422 1.2410 -1.8993
H -15.4004 1.4978 -1.0882
H -15.5993 0.7499 -2.5984
H -14.6844 0.6771 1.0528
H -15.4962 1.4894 3.2943
H -17.1627 -0.1120 4.5076
H -18.9478 -1.0205 3.1091
H -18.6448 -1.0513 0.5588
H -21.3121 6.4051 -0.4372
H -23.6334 5.6851 0.0784
H -24.0186 3.9860 1.6765
H -22.1816 3.0254 2.9572
H -19.7791 3.4607 2.2681
O -16.0743 4.3161 3.2554
C -14.7001 4.8049 3.0709
C -14.0851 5.0824 4.4857
C -14.3196 6.6510 4.6862
O -15.5002 7.1374 4.0947
C -14.8236 4.3235 5.6169
Se -14.0458 2.5585 6.1807
C -12.5900 4.9207 4.6271
Se -12.0299 2.9424 4.9081
H -16.6162 4.6834 2.5100
H -14.6077 5.6936 2.4456
H -14.1389 4.0212 2.5320
H -13.3780 7.1858 4.3446
H -14.3780 6.7707 5.7731
H -16.0932 6.3928 3.9227
H -15.8822 4.0964 5.3694
H -14.7484 4.9495 6.5162
H -12.2792 5.4157 5.5400
H -12.0193 5.2375 3.7404
O -12.7683 1.5841 1.5439
N -12.4811 1.0990 2.6638
C -11.5178 0.1611 2.6389
C -10.9115 -0.1901 1.4770
N -10.4117 -0.3749 0.4573
C -10.9831 -0.4105 3.8162
N -10.3487 -0.8315 4.7167
```

Calculated values
**HOMO-LUMO gap (spin up / spin down)**: 3.2568 / 5.4325 eV
**Spin multiplicity**: 3
**Charge**: -1
**Expectation value of S²**: 2.03


Which one sits at the bottom of the stability order? entry Q does.


Entry P
Computed, not measured: a 2-piece molecular cluster, C4H11N3O overall, with ωB97M-V/def2-TZVPD.

```
19
C4H11N3O | the OMol25 dataset | ωB97M-V/def2-TZVPD
C 0.2165 0.2398 1.8162
C -0.1487 -0.4923 2.9199
N -1.3780 -1.0797 3.1189
N 1.5209 0.7440 1.8091
H -0.4930 0.4879 1.0316
H 0.5273 -0.5391 3.7715
H -1.6218 -1.1316 4.1035
H -1.3925 -2.0345 2.7468
H 1.5790 1.7413 1.6303
H 2.1591 0.2475 1.1969
C 0.1553 0.3690 -1.3692
N 0.2116 0.7122 -2.6589
C -0.4703 -0.1174 -3.6573
O -0.5039 -0.5848 -0.9798
H 0.7651 0.9835 -0.6967
H 0.7809 1.4344 -3.0618
H -0.0538 -1.1234 -3.6056
H -0.3118 0.2864 -4.6530
H -1.5419 -0.1433 -3.4624
```

Calculated values
**HOMO-LUMO gap (spin up / spin down)**: 9.5258 / 5.5180 eV
**Spin multiplicity**: 2
**Charge**: +1
**Expectation value of S²**: 0.76


Entry Q
Computed, not measured: an isolated ion of composition C4H11N3O and charge +1, with ωB97M-V/def2-TZVPD.

```
19
C4H11N3O | the OMol25 dataset | ωB97M-V/def2-TZVPD
N -2.1532 0.4762 0.8839
C -1.4433 1.6859 0.4537
C 0.1037 1.4528 0.6893
N 0.5914 0.6003 -0.3760
C 1.3733 -0.5435 0.0436
C 0.6272 -1.8091 -0.4353
N 0.7957 -2.2499 -1.6985
O 0.1934 -2.5777 0.4060
H -1.8396 -0.3154 0.3271
H -1.9314 0.1585 1.8318
H -1.7140 1.7541 -0.5943
H -1.8119 2.5059 1.0556
H 0.3553 1.1283 1.7016
H 0.5722 2.4416 0.7147
H 1.0162 1.2333 -1.0479
H 1.6689 -0.4298 1.0765
H 2.2921 -0.6590 -0.5578
H 0.4794 -3.1698 -1.9446
H 0.8247 -1.6825 -2.5296
```

Calculated values
**HOMO-LUMO gap (spin up / spin down)**: 11.0131 / 5.0332 eV
**Spin multiplicity**: 2
**Charge**: +1
**Expectation value of S²**: 0.76


Which one sits at the bottom of the stability order? entry Q does.